A structure of composition C15H17CuF6N4O5S2. Source: OMol25; level of theory: the ωB97M-V functional and the def2-TZVPD basis.

Last column: Mulliken spin population.
Cartesian coordinates (Å):
Cu: -40.6767 -5.0695 14.1355  0.722
C: -40.6973 -8.3084 12.5996  0.002
F: -40.7377 -8.1519 13.9301  -0.001
F: -39.4178 -8.6335 12.2631  0.000
F: -41.6437 -9.2331 12.2150  0.000
S: -41.0532 -6.5932 11.6869  0.001
O: -41.0439 -6.8721 10.2615  0.001
O: -42.3950 -6.1710 12.2232  -0.001
N: -39.6686 -5.7302 12.2209  0.033
S: -38.5560 -5.7875 11.0983  -0.001
O: -38.1290 -7.1045 10.6600  0.011
O: -38.8205 -4.8380 10.0276  0.001
C: -36.9962 -5.0285 12.0466  -0.001
F: -36.0653 -4.7561 11.1281  0.000
F: -37.3907 -3.8884 12.6122  0.000
F: -36.5550 -5.9436 12.9396  0.000
C: -38.0215 -7.7076 15.5366  0.002
C: -38.1484 -6.2429 15.8749  -0.004
O: -39.2016 -5.6936 15.6762  0.033
N: -37.0132 -5.7017 16.2689  0.007
C: -36.8948 -4.4070 16.8652  -0.002
H: -37.0353 -8.1282 15.7328  0.000
H: -38.3557 -7.8522 14.5092  -0.001
H: -38.7176 -8.2777 16.1518  0.000
H: -36.2115 -6.3157 16.2500  0.000
H: -35.9792 -4.4113 17.4566  0.000
H: -37.7403 -4.2812 17.5416  0.001
H: -36.8013 -3.6342 16.1022  0.000
N: -42.0996 -3.3673 13.6322  0.095
C: -41.5029 -2.5659 12.7290  -0.006
C: -42.2713 -1.9005 11.8222  0.007
C: -43.6250 -2.0501 11.8060  0.000
C: -44.2482 -2.8137 12.8199  0.006
C: -43.4344 -3.4532 13.7077  -0.002
H: -40.4527 -2.3146 12.7439  0.004
H: -41.6987 -1.3172 11.1164  0.000
H: -44.2724 -1.5830 11.0787  0.000
H: -45.2909 -3.0947 12.8316  0.000
H: -43.8039 -4.2464 14.3407  0.005
N: -42.3228 -6.2639 15.7866  0.078
C: -42.3664 -5.6846 16.9930  -0.007
C: -43.3732 -6.0147 17.9216  0.006
C: -44.2456 -7.0383 17.5220  -0.004
C: -44.1790 -7.6268 16.2620  0.007
C: -43.1808 -7.2272 15.4118  0.000
H: -41.6160 -4.9281 17.1689  0.003
H: -43.4928 -5.5778 18.9021  0.001
H: -45.1069 -7.1892 18.1558  0.000
H: -44.9323 -8.3705 16.0479  0.001
H: -43.1097 -7.7006 14.4437  0.003

Summary:
Molecular weight, g/mol: 575.0
LUMO (alpha / beta), hartree: -0.118 / -0.265
Net charge: +1
Kohn-Sham gap (alpha / beta), Eh: 0.3553 / 0.2065
⟨S²⟩: 0.754
Spin multiplicity: 2

=====

A cluster of 2 separate species, C2O3S in total. Source: OMol25; level of theory: the ωB97M-V functional and the def2-TZVPD basis.

Last column: Mulliken charge in e.
Cartesian coordinates (Å):
C: -0.0881 -0.4263 1.8363  0.189
C: 0.7069 0.1250 -1.2247  0.561
O: 1.4518 -0.6961 -1.5491  -0.271
O: -1.7628 0.6851 -0.9379  -0.487
O: 0.1183 -0.9663 2.8479  -0.189
S: -0.4260 1.2785 -0.9725  0.197

Summary:
Molecular weight, g/mol: 104.1
LUMO, hartree: -0.040
Net charge: 0
Kohn-Sham gap, Eh: 0.2954

=====

An isolated molecule of C5H8. Source: OMol25; level of theory: the ωB97M-V functional and the def2-TZVPD basis.

Last column: Mulliken charge in e.
Cartesian coordinates (Å):
C: 2.0147 0.2968 -0.4900  -0.817
C: 1.2582 -0.7578 0.1814  0.266
C: 0.1454 -1.0799 0.5237  -0.298
C: -1.2882 -0.8921 0.6729  -0.320
C: -1.2886 0.5040 -0.0438  -0.608
H: 1.2323 1.0624 -0.7647  0.204
H: 2.7420 0.7883 0.1599  0.271
H: 2.4916 -0.0358 -1.4145  0.273
H: -1.8997 -1.6619 0.1727  0.264
H: -1.6213 -0.8626 1.7232  0.259
H: -0.2972 0.8954 -0.4152  -0.059
H: -1.6055 1.2806 0.6446  0.282
H: -1.8838 0.4625 -0.9503  0.284

Summary:
Molecular weight, g/mol: 68.1
LUMO, hartree: 0.038
Net charge: 0
SMILES: CC#CCC
Kohn-Sham gap, Eh: 0.3681

=====

A cluster of 2 separate species, C4H9NO in total. Source: OMol25; level of theory: the ωB97M-V functional and the def2-TZVPD basis.

Last column: Mulliken charge in e.
Cartesian coordinates (Å):
C: 1.0051 -1.6555 -0.3212  -0.878
C: -0.1206 -2.3741 -0.2650  0.097
N: -1.3069 -1.9309 0.3721  -0.535
H: 1.3734 -0.9919 0.4890  0.264
H: 1.4263 -1.3894 -1.2650  0.224
H: -0.3028 -3.3050 -0.8260  0.266
H: -1.1756 -0.9520 0.3564  0.275
H: -2.0342 -2.5721 -0.0177  0.282
C: 1.0254 2.2758 -0.7363  -0.737
C: 0.4308 1.9527 0.4160  0.026
O: -0.8225 1.6334 0.4797  -0.480
H: 2.0121 2.7401 -0.7884  0.274
H: 0.6585 1.6664 -1.6662  0.190
H: 0.8844 2.1296 1.3682  0.364
H: -1.1577 1.9306 1.3459  0.368

Summary:
Molecular weight, g/mol: 87.1
LUMO, hartree: 0.025
Net charge: 0
SMILES: C=CN.C=CO
Kohn-Sham gap, Eh: 0.3078

=====

A cluster of 9 separate species, C10H38O9S in total. Source: OMol25; level of theory: the ωB97M-V functional and the def2-TZVPD basis.

Last column: Mulliken charge in e.
Cartesian coordinates (Å):
C: 5.2751 5.8617 -1.3853  -0.527
O: 3.9005 5.8416 -1.7016  -0.497
H: 5.8121 5.3299 -2.1707  0.253
H: 5.6618 6.8759 -1.4849  0.226
H: 5.5493 5.5096 -0.3908  0.239
H: 3.6698 4.9807 -2.0582  0.307
C: 1.7795 -8.2582 2.6106  -0.458
O: 2.2509 -8.3414 3.8963  -0.497
H: 2.4014 -8.9041 1.9909  0.230
H: 0.7227 -8.5250 2.5998  0.232
H: 1.9683 -7.2615 2.2119  0.187
H: 1.9249 -9.1688 4.2577  0.307
C: 2.7520 -6.8386 -3.9986  -0.458
O: 3.6432 -6.6588 -2.9663  -0.495
H: 3.2884 -7.2034 -4.8745  0.209
H: 1.9588 -7.4915 -3.6342  0.227
H: 2.2603 -5.8970 -4.2431  0.217
H: 3.1474 -6.2577 -2.2487  0.299
C: 4.3166 0.9656 5.1694  -0.482
O: 4.3652 -0.4501 5.3348  -0.513
H: 4.8029 1.2044 4.2236  0.223
H: 3.2865 1.3222 5.1632  0.225
H: 4.7658 1.5256 5.9896  0.232
H: 3.5411 -0.8921 5.1178  0.314
C: -9.6947 2.0774 -1.3135  -0.587
O: -8.4411 1.5979 -1.0280  -0.464
H: -10.3539 2.0761 -0.4454  0.234
H: -9.6701 3.1381 -1.5630  0.250
H: -10.2145 1.6286 -2.1600  0.236
H: -7.8685 2.3187 -1.3004  0.330
C: -2.6771 -4.6242 -3.8134  -0.479
O: -3.0891 -5.2839 -2.6540  -0.484
H: -2.3125 -5.4232 -4.4589  0.207
H: -3.3925 -4.0220 -4.3735  0.265
H: -1.8797 -3.9184 -3.5807  0.199
H: -3.6292 -4.6492 -2.1775  0.292
C: 1.9963 6.8049 3.7244  -0.473
O: 1.6108 5.9364 2.7499  -0.476
H: 1.8133 6.3343 4.6904  0.188
H: 3.0555 7.0237 3.5889  0.227
H: 1.3665 7.6909 3.6433  0.229
H: 1.9502 6.2545 1.9101  0.303
C: -3.1762 4.8851 -1.5021  -0.495
O: -4.5233 4.6807 -1.9510  -0.498
H: -2.5140 4.1600 -1.9751  0.201
H: -2.7929 5.8192 -1.9128  0.262
H: -3.0520 4.7733 -0.4249  0.225
H: -4.9793 5.5208 -2.0397  0.306
C: 0.9478 -0.3944 -0.9182  -0.857
S: -0.1455 -1.2446 0.3988  0.481
O: 0.9051 -1.4607 1.5544  -0.608
C: -1.2435 0.2123 0.7657  -0.907
H: 1.1653 0.5589 -0.4364  0.266
H: 0.3992 -0.3636 -1.8596  0.341
H: 1.8331 -1.0179 -1.0425  0.316
H: -1.7311 0.5511 -0.1484  0.335
H: -0.7087 1.0925 1.1224  0.300
H: -1.9984 -0.0025 1.5222  0.333

Summary:
Molecular weight, g/mol: 334.5
LUMO, hartree: 0.003
Net charge: 0
Kohn-Sham gap, Eh: 0.3374

=====

| no. | E_tot (eV) |
| --- | --- |
| 1 | -114634.0949 |
| 2 | -19048.8286 |
| 3 | -5311.5447 |
| 4 | -7827.7572 |
| 5 | -40242.3884 |